Below is a cluster of 7 separate species, C13H36F3O9S7 in total in a non-equilibrium geometry, with properties calculated with wB97M-V/def2-TZVPD.

The value obtained for the energy above the lowest of the compared OMol25 structures with the same formula, charge and spin is 33.0 kcal/mol. As for the total charge: -1. As for the HOMO energy: -5.8 eV. The value obtained for the HOMO-LUMO gap is 7.91 eV.

Structure (XYZ):
```
68
Properties=species:S:1:pos:R:3:forces:R:3
C -0.25231 -0.88494 -1.27146 0.231 -2.753 -0.490
F -1.39931 -1.32794 -1.80846 -1.057 0.648 0.877
F 0.08869 -1.75794 -0.27946 -0.658 0.528 -0.197
F 0.58969 -1.18694 -2.29346 0.959 1.249 0.384
S -0.27231 0.78706 -0.52646 2.215 -2.313 4.124
O 1.12769 1.12006 -0.50146 0.488 0.294 -0.634
O -1.14331 1.45106 -1.36846 -2.452 2.825 -3.161
O -0.80131 0.58006 0.82354 0.342 0.165 -0.945
C -0.56331 -1.62694 3.13954 0.851 -0.735 -5.313
S -2.08731 -1.49394 2.23054 -0.544 -0.902 -1.943
O -2.84631 -2.76394 2.41354 -0.328 -0.345 0.666
C -2.87431 -0.19494 3.13054 -1.359 -2.380 2.401
H -0.19931 -2.63594 2.92754 -0.112 0.214 0.685
H -0.70631 -1.29094 4.04754 -0.390 1.006 5.032
H 0.10569 -0.95694 2.58954 0.064 0.008 0.201
H -2.31331 0.61606 2.94854 2.010 3.232 -0.864
H -2.76031 -0.40094 4.22354 -0.543 0.025 -0.665
H -3.91131 -0.00794 2.84454 0.219 -0.424 -0.036
C 0.63969 6.38006 -2.32446 -0.913 2.285 -0.345
S 0.73069 4.77706 -1.66446 1.363 -0.665 2.060
O 1.54869 4.91306 -0.35746 -1.554 -0.086 -2.128
C -0.99531 4.53906 -1.19946 0.674 -0.126 -0.482
H -0.20831 6.56406 -3.00846 0.258 -0.493 0.224
H 1.53269 6.57306 -2.86046 0.985 -0.020 -0.713
H 0.61969 7.19606 -1.57846 -0.224 -0.741 0.215
H -1.56131 4.07606 -2.01246 0.304 -0.248 0.218
H -1.46931 5.46006 -0.92546 -0.078 0.529 0.515
H -0.77131 3.87406 -0.38046 -0.866 -0.360 0.409
C 3.89269 2.45106 -1.79546 1.906 2.182 -0.639
S 4.02669 2.96806 -0.12646 -0.687 3.559 0.233
O 4.99969 4.12706 -0.17946 -0.066 -0.908 0.295
C 4.77769 1.56006 0.52654 0.382 1.721 1.171
H 4.85469 2.01506 -2.16046 -0.642 0.958 -0.120
H 3.38769 3.31206 -2.31046 1.260 -0.594 0.127
H 3.18369 1.75106 -1.82846 -2.886 -3.218 -0.065
H 4.00069 0.90606 0.41354 -1.759 -2.255 0.379
H 5.13869 1.77706 1.51654 -0.245 -0.184 0.470
H 5.54769 1.35406 -0.09746 2.712 -1.115 -1.756
C -3.83031 1.00606 0.16354 3.673 0.933 0.331
S -4.15831 1.36306 -1.52446 -2.876 -2.637 -0.329
O -5.38431 0.43606 -1.76246 1.638 1.363 -0.288
C -4.78931 2.98706 -1.34846 0.983 1.773 1.293
H -4.61231 0.96406 0.83454 -2.413 0.083 0.738
H -3.08331 1.73406 0.60254 -0.575 -0.769 -0.690
H -3.33431 0.03606 0.18454 0.063 0.017 -0.167
H -4.90431 3.45306 -2.30646 -0.699 -0.150 -0.733
H -3.87131 3.54706 -0.99746 -1.016 -0.352 0.315
H -5.67631 3.11406 -0.67246 0.904 -0.269 -0.653
C -0.74631 -5.20994 1.66354 2.348 -0.308 1.432
S -0.70131 -5.69794 -0.04946 -1.247 -2.010 0.526
O -1.37831 -7.06894 -0.14446 0.961 1.262 -0.105
C -1.94331 -4.51394 -0.50846 -1.266 0.809 -0.581
H -0.37131 -4.17994 1.64754 0.004 -0.277 0.199
H -0.11331 -5.81494 2.42354 -0.677 0.743 -1.794
H -1.72631 -5.22394 2.04054 -1.508 0.063 0.201
H -1.90031 -4.39294 -1.59246 0.043 -0.140 -0.049
H -1.65631 -3.52394 -0.09446 -0.524 -0.658 -0.039
H -3.01731 -4.84794 -0.26846 1.851 0.436 0.163
C 3.14869 -4.54894 -0.25246 1.176 -1.401 2.255
S 2.38969 -3.01794 0.13054 -2.070 -0.305 0.687
O 1.89669 -3.15094 1.58154 1.256 0.282 -1.735
C 3.82269 -2.00694 -0.01146 0.218 0.769 0.376
H 2.42769 -5.37194 -0.24046 -0.181 0.385 -1.109
H 3.62669 -4.80794 0.72654 0.341 0.363 -0.610
H 3.93069 -4.49294 -1.01546 -0.586 -0.219 -0.150
H 3.50869 -1.04694 0.42354 0.303 -0.268 -0.326
H 4.12069 -1.90994 -1.05846 -0.446 0.132 0.001
H 4.66869 -2.40994 0.50854 0.458 -0.214 0.649
```
Positions in Å, forces in eV/Å.